[1]
# C4H18N2O5S

A 5-piece molecular cluster, C4H18N2O5S overall in a non-equilibrium geometry (ωB97M-V/def2-TZVPD, the OMol25 dataset).

Computed properties:
Energy above the lowest of the compared OMol25 structures with the same formula, charge and spin = 60.2 kcal per mole
Calculated total energy = -1046.9854 Eh
HOMO level = 0.02 eV
Charge = -2

Each line ends with the natural charge from an NBO analysis.
Atoms and positions in Å:
S 0.991 -3.400 -1.911  -0.7945
O -1.132 0.840 1.485  -0.9430
O -0.101 -0.636 3.417  -1.0327
O -2.432 0.511 -3.035  -0.9526
O -2.679 0.534 3.485  -1.0545
O 1.046 2.289 1.900  -1.0212
N 2.800 0.234 -1.607  -0.8644
N -0.584 0.394 -0.602  -0.6793
C 0.605 -0.585 -0.584  -0.2882
C 1.456 -0.573 -1.782  -0.0956
C -1.681 0.306 0.328  0.1023
C 2.186 -1.947 -1.859  -0.4989
H 2.851 1.079 -2.215  0.3306
H 2.740 0.480 -0.693  0.3520
H -0.906 -0.584 3.885  0.4583
H -0.111 1.264 -0.630  0.3506
H -2.213 -0.206 -2.592  0.4788
H 1.319 -0.743 0.347  0.1670
H 0.755 -0.320 -2.667  0.1933
H 0.178 -1.549 -0.503  0.2558
H 0.996 2.661 2.673  0.4419
H 0.338 1.594 1.663  0.5280
H -0.432 -0.180 2.499  0.5024
H -1.667 1.001 -3.358  0.4722
H -1.999 0.815 2.708  0.5030
H -1.993 -0.710 0.578  0.1401
H -3.367 1.006 3.068  0.4368
H -2.628 0.587 -0.132  0.1328
H 2.956 -2.143 -1.029  0.1915
H 2.708 -2.018 -2.839  0.1874

[2]
# C4H18NO4

A 4-piece molecular cluster, C4H18NO4 overall in a non-equilibrium geometry (ωB97M-V/def2-TZVPD, the OMol25 dataset).

Computed properties:
Energy above the lowest of the compared OMol25 structures with the same formula, charge and spin = 35.9 kcal per mole
Calculated total energy = -518.6364 Eh
HOMO level = -13.97 eV
Charge = +1

Each line ends with the natural charge from an NBO analysis.
Atoms and positions in Å:
O 1.169 -2.785 1.606  -0.9608
O -0.607 2.366 -2.082  -0.9479
O -2.750 -1.239 0.206  -0.9857
O 0.441 0.085 -1.947  -0.7985
N -0.360 -0.846 0.397  -0.7010
C -0.328 0.935 2.137  -0.6606
C 0.480 0.277 1.037  -0.0356
C 1.067 1.272 0.010  -0.4768
C 1.684 0.512 -1.239  -0.0694
H 0.409 2.101 -0.483  0.3003
H -3.022 -2.223 0.368  0.5024
H 2.289 -0.392 -0.940  0.1743
H -0.998 3.065 -2.656  0.4841
H 1.895 1.729 0.621  0.2361
H -3.535 -0.917 -0.216  0.5025
H 0.175 -1.545 0.020  0.4380
H 2.298 1.109 -1.903  0.2097
H 1.453 -2.075 2.169  0.4703
H -1.096 -0.446 -0.327  0.4845
H -0.882 1.575 -2.509  0.4778
H 1.000 -3.528 2.218  0.4962
H 1.338 -0.243 1.514  0.1957
H -0.983 1.822 1.757  0.2368
H -1.008 0.256 2.672  0.2240
H 0.603 0.052 -2.941  0.4952
H 0.172 1.529 2.902  0.2582
H -1.038 -1.355 1.026  0.4505

[3]
# C4H18O4

A 5-piece molecular cluster, C4H18O4 overall in a non-equilibrium geometry (ωB97M-V/def2-TZVPD, the OMol25 dataset).

Computed properties:
Energy above the lowest of the compared OMol25 structures with the same formula, charge and spin = 86.2 kcal per mole
Multiplicity = 2
Calculated total energy = -463.6291 Eh
HOMO level (alpha / beta) = -13.13 / -13.13 eV
Charge = +1

Each line ends with the natural charge from an NBO analysis.
Atoms and positions in Å:
O -2.584 -2.743 -0.375  -0.9347
O 2.400 -1.672 0.690  -0.9093
O 1.951 -5.877 -0.795  -0.9102
O -1.740 -5.196 1.400  -0.9331
C 0.362 3.950 0.393  -0.2981
C -0.892 5.988 -0.282  -0.6316
C 0.381 5.315 -0.372  -0.3377
C 0.455 2.817 -0.823  -0.4837
H -1.235 6.307 0.610  0.2496
H -0.982 -5.757 1.607  0.4620
H 0.902 -6.099 -0.881  0.4601
H 1.089 3.928 1.157  0.2469
H -0.701 3.771 0.979  0.2549
H 2.061 -0.837 1.065  0.4543
H -0.188 1.979 -0.350  0.3076
H 1.416 2.423 -1.065  0.2527
H 1.903 -5.288 -0.104  0.4503
H -1.671 5.463 -0.828  0.2606
H -0.642 7.046 -0.559  0.3144
H -3.416 -3.049 -0.806  0.4738
H 0.730 5.030 -1.536  0.2770
H 1.760 -2.250 0.828  0.4554
H -3.135 -1.943 0.055  0.4617
H 1.392 5.913 -0.053  0.3554
H 0.032 3.458 -1.669  0.2315
H -1.364 -4.606 0.697  0.4701